Entry 1:
Molecular formula: C36H28BaF5I2N4O7PS2
Method: DFT, ωB97M-V/def2-TZVPD

The geometry in ORCA input format:
```
! wB97M-V def2-TZVPD RIJCOSX def2/J DEFGRID3
* xyz -2 1
Ba 0.247 0.263 0.138
I -4.576 -0.608 6.279
I -0.684 -4.144 3.460
S -1.452 2.789 -1.395
S -4.700 -2.695 -1.253
P 1.673 -2.404 -0.976
F -2.106 0.214 -5.759
F -2.624 4.886 -5.878
F -2.686 2.475 -7.158
F -2.065 5.031 -3.271
F -1.510 0.328 -3.153
O 1.543 0.719 -1.552
O 2.144 1.230 -4.294
O 0.638 1.438 2.085
O 0.448 -3.427 -1.419
O -0.570 -1.561 1.566
O 2.789 -2.913 -2.066
O 2.348 -3.311 0.170
N 2.577 0.246 0.877
N -3.295 -0.758 -0.375
N -1.937 0.787 1.636
N 2.600 0.225 2.247
C 3.065 0.740 -3.392
C -3.221 -0.862 4.667
C 2.394 -2.942 1.548
C 3.791 0.025 -1.189
C 1.541 0.843 2.742
C 1.260 1.021 7.018
C -3.060 0.135 3.682
C 2.728 0.517 -2.015
C -2.378 2.545 -5.849
C -3.755 1.362 3.657
C 5.276 -0.179 -3.094
C 2.356 0.179 5.048
C 2.259 0.256 6.429
C -2.534 -2.044 4.603
C -4.104 -0.239 -1.348
C -0.733 -2.911 -2.007
C 1.550 2.483 -3.973
C 0.348 1.695 6.218
C -4.933 -1.136 -1.940
C 5.028 -0.318 -1.747
C -1.376 -1.350 2.524
C 4.287 0.374 -3.909
C -1.799 1.473 -3.783
C -1.784 2.681 -3.061
C -2.356 3.761 -5.189
C 0.445 1.618 4.837
C 1.456 0.871 4.240
C -2.068 3.821 -3.844
C -3.524 2.251 2.646
C -3.486 -2.018 -0.210
C -2.090 1.400 -5.129
C -1.647 -2.273 3.556
C -2.594 1.919 1.648
C -2.137 -0.106 2.622
C 3.642 -0.082 0.248
C 2.485 -2.833 -3.447
H 3.313 -3.298 -3.981
H -2.958 -2.630 0.510
H 0.751 2.639 -4.697
H 6.223 -0.489 -3.519
H 3.296 -2.367 1.763
H -2.685 -2.804 5.356
H -0.257 2.135 4.194
H -4.466 1.582 4.443
H -0.784 -1.819 -1.951
H -0.440 2.284 6.672
H 3.125 -0.405 4.562
H -2.394 2.605 0.837
H 2.284 3.293 -4.074
H -1.594 -3.331 -1.489
H -4.043 3.200 2.601
H 1.561 -3.374 -3.678
H 4.457 0.500 -4.973
H 4.534 -0.397 0.803
H -0.787 -3.200 -3.061
H -4.032 0.814 -1.583
H -5.653 -0.985 -2.727
H 2.410 -3.865 2.126
H 2.380 -1.802 -3.783
H 2.965 -0.285 7.049
H 1.188 1.087 8.098
H 1.529 -2.357 1.849
H 1.137 2.502 -2.968
H 5.800 -0.716 -1.096
*
```

Values from the calculation:
Relative energy (zero: lowest compared OMol25 entry of this formula, charge and spin) (kcal per mole): 37.5
Electronic energy (eV): -119525.04456
HOMO (eV): -2.379
Frontier orbital gap (eV): 5.694



Entry 2:
Molecular formula: C13H18N4O
Method: DFT, ωB97M-V/def2-TZVPD

The geometry in ORCA input format:
```
! wB97M-V def2-TZVPD RIJCOSX def2/J DEFGRID3
* xyz 0 1
O -3.092 0.729 -2.958
N -1.513 0.193 -1.190
N -0.051 -0.369 0.537
N 3.797 1.179 1.637
N 2.328 0.728 3.281
C 3.596 1.226 3.019
C -2.154 1.067 -2.043
C -2.783 -0.443 -3.684
C -1.679 2.389 -2.044
C -0.761 2.858 -1.177
C 2.641 0.736 1.004
C 0.293 0.080 1.867
C -0.544 0.617 -0.353
C 0.906 -2.659 0.629
C -0.253 -1.753 0.190
C 1.817 0.498 2.093
C -0.066 1.915 -0.396
C -1.576 -2.274 0.785
H -0.214 1.012 2.105
H -1.902 -3.287 0.602
H -0.565 3.933 -1.006
H -2.054 3.171 -2.698
H -2.295 -1.551 0.484
H 2.409 0.632 -0.081
H -1.457 -2.170 1.846
H 0.155 -0.696 2.615
H 1.097 -2.605 1.759
H -2.612 -1.278 -3.026
H -1.890 -0.091 -4.284
H 1.862 -2.498 0.048
H 0.709 -3.699 0.231
H 4.734 1.369 1.279
H 0.586 2.231 0.403
H -0.311 -1.912 -0.916
H -3.626 -0.709 -4.274
H 4.469 1.428 3.716
*
```

Values from the calculation:
SMILES: COc1cccc(N(Cc2c[nH]cn2)C(C)C)n1
Relative energy (zero: lowest compared OMol25 entry of this formula, charge and spin) (kcal per mole): 56.2
Electronic energy (eV): -21779.08205
HOMO (eV): -7.867
Frontier orbital gap (eV): 8.641



Entry 3:
Molecular formula: C5H10O
Method: DFT, ωB97M-V/def2-TZVPD

The geometry in ORCA input format:
```
! wB97M-V def2-TZVPD RIJCOSX def2/J DEFGRID3
* xyz 0 1
O 1.569 -0.337 -0.350
C -0.622 0.422 -1.124
C -0.991 0.180 0.259
C 0.725 -0.325 -1.447
C 0.829 -1.301 0.381
C -0.440 1.053 1.338
H 0.721 -1.070 1.445
H -0.847 2.073 1.292
H 0.653 1.141 1.224
H -0.662 0.656 2.335
H 1.257 0.007 -2.352
H -0.364 1.483 -1.257
H 0.110 -1.506 -0.639
H 1.348 -2.263 0.294
H -1.916 -0.353 0.471
H -1.371 0.141 -1.869
*
```

Values from the calculation:
Relative energy (zero: lowest compared OMol25 entry of this formula, charge and spin) (kcal per mole): 139.4
Electronic energy (eV): -7388.72042
HOMO (alpha / beta) (eV): -7.356 / -7.422
Frontier orbital gap (alpha / beta) (eV): 7.760 / 8.120



Entry 4:
Molecular formula: C4H8O2
Method: DFT, ωB97M-V/def2-TZVPD

The geometry in ORCA input format:
```
! wB97M-V def2-TZVPD RIJCOSX def2/J DEFGRID3
* xyz 0 1
O -0.808 1.216 -0.816
O -0.450 -0.153 1.488
C -1.492 -0.615 0.600
C -0.552 -0.141 -0.577
C 0.562 -0.377 0.426
C 1.700 0.431 -0.096
H 0.058 -0.441 -1.652
H 0.878 -1.432 0.488
H -2.448 -0.086 0.782
H 1.392 0.037 -1.323
H 2.712 0.155 0.241
H 1.542 1.514 -0.063
H -1.666 -1.698 0.673
H -1.427 1.590 -0.174
*
```

Values from the calculation:
SMILES: C[C@H]1OC[C@H]1O
Relative energy (zero: lowest compared OMol25 entry of this formula, charge and spin) (kcal per mole): 108.1
Electronic energy (eV): -8368.59604
HOMO (eV): -9.842
Frontier orbital gap (eV): 10.789



Entry 5:
Molecular formula: C3H4S2
Method: DFT, ωB97M-V/def2-TZVPD

The geometry in ORCA input format:
```
! wB97M-V def2-TZVPD RIJCOSX def2/J DEFGRID3
* xyz 0 1
S 2.173 0.020 -0.018
S -1.903 -0.026 -0.023
C -0.533 1.113 0.025
C -0.444 -1.122 0.007
C 0.522 0.007 0.037
H -0.548 1.738 -0.827
H -0.234 -1.636 -0.862
H -0.514 1.636 0.937
H -0.293 -1.637 0.997
*
```

Values from the calculation:
Relative energy (zero: lowest compared OMol25 entry of this formula, charge and spin) (kcal per mole): 22.9
Electronic energy (eV): -24844.64807
HOMO (eV): -9.013
Frontier orbital gap (eV): 8.601



Entry 6:
Molecular formula: C12H7CuF5N3O3Te
Method: DFT, ωB97M-V/def2-TZVPD

The geometry in ORCA input format:
```
! wB97M-V def2-TZVPD RIJCOSX def2/J DEFGRID3
* xyz 0 1
Te 4.472 -1.024 1.603
Cu 1.872 -0.242 0.948
F 4.174 -0.835 3.415
F 5.550 -2.468 2.025
F 3.140 -2.348 1.627
F 6.061 -0.091 1.684
F 4.737 -1.456 -0.173
O -4.246 2.676 -1.424
O -4.372 1.157 -2.948
O 3.573 0.536 1.203
N -3.871 1.654 -1.964
N 0.260 -1.267 0.498
N 0.398 1.449 0.525
C -2.747 0.929 -1.329
C 0.194 -2.585 0.506
C 0.499 2.756 0.557
C -1.792 -1.201 -0.746
C -0.454 3.603 -0.027
C -0.847 -3.301 -0.103
C -2.805 -0.410 -1.381
C -1.542 3.056 -0.647
C -1.680 1.653 -0.685
C -0.732 -0.565 -0.110
C -0.668 0.893 -0.088
C -1.835 -2.607 -0.740
H -3.622 -0.891 -1.901
H -2.646 -3.121 -1.240
H 1.008 -3.090 1.008
H -0.323 4.675 0.018
H -0.839 -4.381 -0.067
H 1.374 3.158 1.055
H -2.291 3.688 -1.098
*
```

Values from the calculation:
Relative energy (zero: lowest compared OMol25 entry of this formula, charge and spin) (kcal per mole): 0.0
Electronic energy (eV): -88689.61278
HOMO (eV): -8.770
Frontier orbital gap (eV): 7.191



Entry 7:
Molecular formula: C2H11NO4
Method: DFT, ωB97M-V/def2-TZVPD

The geometry in ORCA input format:
```
! wB97M-V def2-TZVPD RIJCOSX def2/J DEFGRID3
* xyz 0 1
O -3.578 1.096 0.735
O 2.284 0.770 -1.338
O -0.775 2.482 -1.870
O 1.009 -3.442 1.508
N 0.253 -0.733 -0.137
C 0.363 -1.155 1.237
C 1.289 -2.275 1.556
H 1.101 -0.439 -0.641
H -0.108 -1.478 -0.861
H 0.600 -0.304 1.900
H -0.631 -1.461 1.593
H -3.317 0.417 0.119
H -1.406 1.747 -1.942
H -3.074 1.890 0.554
H 2.055 1.611 -0.892
H -0.389 2.276 -0.986
H 1.980 0.979 -2.231
H 2.345 -1.981 1.695
*
```

Values from the calculation:
SMILES: NCC=O.O.O.O
Relative energy (zero: lowest compared OMol25 entry of this formula, charge and spin) (kcal per mole): 55.0
Electronic energy (eV): -11931.37357
HOMO (eV): -9.293
Frontier orbital gap (eV): 9.427



Entry 8:
Molecular formula: C15H23N4OPdS
Method: DFT, ωB97M-V/def2-TZVPD

The geometry in ORCA input format:
```
! wB97M-V def2-TZVPD RIJCOSX def2/J DEFGRID3
* xyz 1 1
Pd -0.420 -1.416 -1.619
S 1.172 2.348 3.537
O -1.402 -2.536 -0.367
N 0.130 -0.162 -0.118
N 3.079 5.862 1.326
N -1.102 0.048 -3.339
N -1.041 -2.804 -2.999
C -0.804 -3.145 0.772
C 1.163 4.836 2.331
C -0.686 0.817 0.288
C 3.268 3.706 2.353
C 1.919 3.726 2.673
C 1.603 0.347 1.681
C -2.079 -0.847 -4.005
C -0.405 1.602 1.388
C 1.792 5.875 1.658
C 3.796 4.798 1.677
C -1.258 -4.597 0.815
C 1.251 -0.397 0.572
C -1.408 -2.172 -4.282
C -1.210 -2.409 2.041
C 0.766 1.372 2.101
H 2.515 0.123 2.216
H 4.846 4.817 1.410
H 0.290 -3.132 0.680
H -2.916 -0.991 -3.320
H -1.596 0.954 -0.279
H -2.035 -2.825 -4.890
H -0.829 -5.116 1.674
H -2.479 -0.427 -4.930
H -2.345 -4.640 0.895
H 1.232 6.759 1.375
H 3.896 2.870 2.629
H -0.905 -1.361 2.020
H 1.875 -1.208 0.220
H -2.295 -2.445 2.154
H -0.953 -5.124 -0.090
H -1.580 0.862 -2.970
H 0.115 4.900 2.591
H -0.758 -2.874 2.918
H -0.374 -3.555 -3.148
H -1.828 -3.210 -2.490
H -0.421 0.390 -4.010
H -1.096 2.375 1.692
H -0.483 -1.995 -4.833
*
```

Values from the calculation:
Electronic energy (eV): -38245.06673
HOMO (eV): -11.929
Frontier orbital gap (eV): 8.492